Entry 1:
Below is a molecular structure, C27H40N5O4Ta, with properties calculated with ωB97M-V/def2-TZVPD.

Summary:
* maximum force: 1.589 eV Å⁻¹
* charge: +2
* energy relative to the best compared isomer or geometry (same formula, charge and spin): 0.933 eV

The geometry in XYZ format:
```
77
C27H40N5O4Ta, DFT ωB97M-V/def2-TZVPD
Ta 0.08800 -0.11967 0.34600
C 1.72036 0.76985 2.89748
N 1.46750 1.42117 1.58442
C 2.77756 1.95842 1.05360
C 3.83662 0.95999 0.62119
C 3.90191 0.88778 -0.88695
N 2.61857 0.34778 -1.36783
C 2.62564 -0.03154 -2.58189
C 1.51389 -0.65777 -3.30459
C 1.65537 -0.95672 -4.65962
C 0.64527 -1.61202 -5.34706
C -0.51046 -1.99927 -4.67949
C -0.68023 -1.71224 -3.32900
C 0.33038 -1.03529 -2.67899
O 0.20051 -0.70715 -1.36554
C 0.70678 2.69339 1.88041
C 0.07782 3.25122 0.60743
C -1.41968 2.98713 0.62075
N -1.57363 1.61634 1.10709
C -2.58195 1.38205 1.85580
C -2.98790 0.09967 2.42267
C -4.17403 -0.00860 3.14693
C -4.57337 -1.23870 3.64397
C -3.79719 -2.37035 3.41746
C -2.60696 -2.29052 2.69930
C -2.23939 -1.05378 2.23066
O -1.06062 -0.84427 1.56365
H 2.19359 1.48641 3.57278
H 2.37441 -0.08791 2.77910
H 0.77772 0.44464 3.33176
H 3.17360 2.59916 1.84432
H 2.51242 2.60964 0.22129
H 3.59939 -0.02334 1.01251
H 4.80958 1.21873 1.03733
H 4.74447 0.27493 -1.21410
H 4.04364 1.88492 -1.31319
H 3.54340 0.06245 -3.17265
H 2.57234 -0.68438 -5.16827
H 0.76600 -1.83789 -6.39701
H -1.28139 -2.54461 -5.20709
H -1.56916 -2.00849 -2.78825
H 1.39585 3.39665 2.34872
H -0.04655 2.45698 2.62602
H 0.49637 2.71072 -0.24933
H 0.29686 4.30714 0.45576
H -1.82790 3.07193 -0.38650
H -1.96223 3.68459 1.26295
H -3.26040 2.20808 2.08172
H -4.78125 0.87315 3.31183
H -5.49212 -1.31913 4.20685
H -4.11397 -3.32766 3.80792
H -1.98655 -3.15634 2.51761
C -4.02745 1.07745 -3.86721
O -3.46849 0.53683 -2.65692
C -2.27808 0.91736 -2.20941
O -1.91599 0.49514 -1.12000
N -1.55632 1.74273 -3.00013
N -0.27471 2.14003 -2.60672
H -5.03325 0.67695 -3.92245
H -3.46067 0.74109 -4.73704
H -4.07390 2.16553 -3.82013
H -1.88119 1.96868 -3.92611
H -0.20479 3.14849 -2.68389
H 0.41257 1.71914 -3.22428
C 1.07429 -2.42278 3.26894
C 1.15430 -2.84723 1.80843
C 2.23034 -3.93134 1.67441
C 1.46856 -1.73683 0.78718
H 0.79575 -3.27444 3.89002
H 0.34075 -1.63773 3.45117
H 2.04902 -2.08028 3.62520
H 0.19838 -3.30182 1.52362
H 3.20254 -3.53714 1.97970
H 2.31866 -4.28932 0.64807
H 2.00473 -4.78948 2.30848
H 1.53138 -2.20085 -0.19705
H 2.45472 -1.31748 0.98619
```

***

Entry 2:
Below is a molecular structure, C3H6CuMgO5, with properties calculated with ωB97M-V/def2-TZVPD.

Summary:
* maximum force: 4.756 eV Å⁻¹
* energy relative to the best compared isomer or geometry (same formula, charge and spin): 0.000 eV
* spin multiplicity: 2

The geometry in XYZ format:
```
16
C3H6CuMgO5, DFT ωB97M-V/def2-TZVPD
H -0.04720 -2.77811 1.29799
C 0.45499 -1.94425 0.77087
C 0.03054 -0.66165 1.46386
O 1.07417 0.28676 1.49944
Cu -0.00420 -3.63225 -1.99694
O 0.16767 -1.86236 -0.59470
H 1.53674 -2.10886 0.93851
H -0.36671 -0.84922 2.47490
H -0.88447 -0.31062 0.95597
C -0.09216 2.28115 0.06810
O -1.25789 2.66426 -0.08374
O 0.79552 3.03770 0.77003
H 0.53900 3.00165 1.69890
Mg -0.23882 -0.01454 -1.79081
O 0.50744 1.52802 -0.82132
H 1.40850 0.60217 0.52191
```

***

- Which of these has the highest maximum force?
  C3H6CuMgO5

***

- The lowest energy relative to the best compared isomer or geometry (same formula, charge and spin) belongs to which entry?
  C3H6CuMgO5